# C36H89N5

6 unconnected molecules or ions with the total composition C36H89N5 at a distorted geometry (ωB97M-V with the def2-TZVPD basis set, the OMol25 dataset).

Kohn-Sham gap = 0.314 Ha
ΔE to the lowest compared entry with this formula, charge and spin = 68.23 kcal per mole
Total energy = -1698.07749 a.u.
HOMO level = -7.87 eV
Strongest force on any atom = 11.336 eV Å⁻¹
LUMO = 0.691 eV
SMILES = CCN(CC)CC.CCN(CC)CC.CCN(CC)CC.CCN(CC)CC.CCN(CC)CC.CCCCCC

Each line ends with the Löwdin charge.
Geometry (Å):
1 N -0.149 -1.205 -2.110  -0.120
2 N 2.251 1.507 2.993  -0.155
3 N -2.651 -2.357 4.635  -0.173
4 N 4.858 -4.788 -1.448  -0.132
5 N 0.742 3.889 -3.504  -0.201
6 C 1.095 -1.506 -4.312  -0.070
7 C -5.543 0.685 0.181  -0.196
8 C 2.506 3.312 4.688  -0.116
9 C -4.086 5.419 -0.857  -0.105
10 C -3.758 -0.219 4.625  -0.099
11 C 1.962 3.444 -4.322  -0.194
12 C -2.042 0.231 -3.042  -0.076
13 C -4.149 0.095 0.577  -0.064
14 C 6.779 -4.052 -2.820  -0.097
15 C 2.761 0.280 2.481  -0.287
16 C 2.408 1.805 4.462  -0.252
17 C -5.652 2.202 0.476  -0.207
18 C -0.353 4.041 -4.368  -0.313
19 C -0.743 0.228 -2.374  -0.184
20 C -1.612 -2.992 5.516  -0.179
21 C -0.217 -2.986 4.755  -0.073
22 C -0.886 -1.939 -1.170  -0.310
23 C 3.649 -6.644 -0.474  -0.104
24 C 0.115 -2.064 -3.333  -0.244
25 C -2.405 -0.881 4.674  -0.216
26 C 0.807 1.838 2.568  -0.243
27 C -3.392 -4.396 3.356  -0.105
28 C 1.943 1.986 -4.786  -0.088
29 C 3.710 -3.801 -1.848  -0.182
30 C -4.856 3.159 -0.504  -0.202
31 C -0.608 -1.521 0.309  -0.071
32 C 1.526 6.196 -3.258  -0.055
33 C 2.145 -1.019 3.000  -0.072
34 C 6.203 -4.212 -1.433  -0.296
35 C 3.428 -2.696 -0.788  -0.097
36 C -5.019 4.563 -0.015  -0.256
37 C -1.638 4.283 -3.624  -0.096
38 C 0.612 1.977 1.097  -0.058
39 C -2.896 -3.001 3.303  -0.267
40 C 4.653 -5.579 -0.209  -0.288
41 C 1.068 4.935 -2.570  -0.257
42 H -3.895 0.287 1.602  0.062
43 H 4.452 -5.064 0.622  0.065
44 H 0.322 5.267 -1.947  0.066
45 H -4.473 -0.260 3.825  0.041
46 H -5.709 2.316 1.572  0.116
47 H 0.703 6.523 -4.041  0.135
48 H 7.847 -3.541 -2.709  0.121
49 H -3.883 -2.528 2.737  0.151
50 H -0.009 -3.690 4.016  0.060
51 H 2.920 3.512 -3.681  0.141
52 H -1.605 5.288 -3.154  0.081
53 H -5.760 0.603 -0.774  0.050
54 H 2.771 -4.219 -2.144  0.090
55 H -2.436 4.352 -4.263  0.040
56 H 2.327 -1.050 4.110  0.093
57 H -1.830 -0.467 5.293  0.033
58 H -4.183 5.316 -1.946  0.065
59 H 4.270 -1.967 -0.533  0.074
60 H 1.188 -2.194 -5.069  0.040
61 H 1.490 1.464 4.880  0.087
62 H 1.647 6.952 -2.580  0.053
63 H -1.620 -2.593 6.585  0.133
64 H -1.221 -1.977 1.220  0.088
65 H 4.083 -7.453 -1.058  0.058
66 H 1.872 1.239 -4.047  0.037
67 H -4.613 -0.426 5.359  0.101
68 H 1.155 -1.060 2.837  -0.018
69 H 2.606 -1.824 2.368  0.091
70 H 2.315 6.056 -3.679  -0.042
71 H 2.687 1.956 -5.504  0.062
72 H 0.464 -2.997 -2.935  0.094
73 H 0.784 -0.548 -4.716  0.037
74 H -0.437 2.980 -4.914  0.141
75 H -0.120 0.849 -3.053  0.104
76 H -6.718 2.440 0.206  0.110
77 H 0.526 -3.115 5.386  0.006
78 H -5.161 2.994 -1.543  0.123
79 H -4.531 4.730 0.810  0.052
80 H -2.119 -0.612 -3.709  0.072
81 H -3.842 2.713 -0.306  0.121
82 H -2.901 0.181 -2.333  0.071
83 H -3.423 0.267 0.042  -0.067
84 H 2.854 0.182 1.438  0.092
85 H 2.129 -1.085 -3.760  0.142
86 H -2.182 1.296 -3.462  0.095
87 H -4.062 -1.019 0.545  0.087
88 H -1.740 -4.118 5.552  0.105
89 H 6.178 -3.404 -3.251  -0.011
90 H 0.097 -1.959 4.464  0.057
91 H -0.714 -3.114 -1.087  0.156
92 H -4.229 6.464 -0.677  0.066
93 H 1.838 4.402 -1.821  0.159
94 H -0.522 2.052 1.348  0.124
95 H 0.019 1.053 3.065  0.145
96 H 4.151 -3.345 -2.580  0.022
97 H 2.551 -6.370 -1.075  0.145
98 H -6.217 0.260 0.821  0.072
99 H -2.556 -4.877 3.654  0.005
100 H -6.018 4.717 0.200  0.096
101 H -3.808 -4.830 2.295  0.145
102 H 0.870 1.179 0.611  -0.012
103 H 1.166 2.784 0.763  0.059
104 H 0.492 2.636 3.105  0.044
105 H 3.174 3.723 3.971  0.034
106 H -1.838 -0.710 3.719  0.113
107 H 2.608 -1.920 -1.302  0.110
108 H -0.209 4.812 -5.173  0.119
109 H 6.913 -4.838 -0.989  0.067
110 H 2.947 -3.238 0.061  0.058
111 H -1.921 -1.915 -1.191  0.068
112 H 6.918 -4.866 -3.543  0.084
113 H -0.669 0.727 -1.594  0.010
114 H -1.903 3.496 -2.889  0.078
115 H -3.097 5.011 -0.860  0.058
116 H 2.029 4.121 -5.161  0.102
117 H 1.455 3.946 4.569  0.111
118 H -3.672 0.783 4.936  0.043
119 H 0.413 -1.534 0.586  0.026
120 H -0.805 -2.268 -3.647  0.057
121 H 2.822 3.599 5.890  0.132
122 H 3.781 0.161 2.524  0.085
123 H -4.101 -4.481 4.171  0.083
124 H -2.215 -2.630 2.662  0.019
125 H 1.029 1.832 -5.252  0.026
126 H 5.516 -6.033 0.097  0.086
127 H 3.392 -7.094 0.486  0.058
128 H -1.005 -0.449 0.403  0.068
129 H 6.355 -3.270 -0.609  0.169
130 H 3.282 1.216 4.623  0.105

=====

# C36H89N6O7P

8 unconnected molecules or ions with the total composition C36H89N6O7P at a distorted geometry (ωB97M-V with the def2-TZVPD basis set, the OMol25 dataset).

Kohn-Sham gap = 0.299 Ha
Total energy = -2619.38811 a.u.
HOMO level = -18.98 eV
Strongest force on any atom = 5.065 eV Å⁻¹
Total charge = +6
LUMO = -10.857 eV

Each line ends with the Löwdin charge.
Geometry (Å):
1 P -0.580 3.970 -3.839  1.036
2 O -4.513 0.800 0.709  0.157
3 O -6.055 -3.372 3.256  0.166
4 O 4.569 -3.712 -3.686  0.191
5 O -2.560 0.258 5.369  -0.029
6 O 5.108 -7.687 5.001  0.218
7 O 5.993 2.944 2.040  0.216
8 O -3.253 -1.292 2.220  -0.104
9 N -0.448 0.325 4.621  0.000
10 N 4.933 -5.089 -5.476  0.078
11 N -4.728 -5.181 3.198  0.061
12 N 4.332 -7.948 7.193  0.094
13 N 8.054 1.917 1.330  0.102
14 N -6.222 -0.473 1.554  0.098
15 C -1.935 5.208 -3.406  -0.228
16 C -5.621 0.886 1.141  -0.374
17 C -4.862 -6.152 2.076  0.027
18 C -3.385 -0.067 -3.514  -0.098
19 C -6.503 2.087 1.412  0.051
20 C 5.293 -8.177 6.021  -0.424
21 C 7.071 0.954 0.670  0.011
22 C 2.020 5.980 0.545  -0.086
23 C 0.618 3.873 -2.482  -0.305
24 C 4.096 -4.597 -4.303  -0.403
25 C 0.310 4.176 -5.406  -0.255
26 C 3.439 6.137 -6.565  -0.107
27 C -4.612 5.382 -0.574  -0.089
28 C -6.961 -5.336 4.399  0.056
29 C 2.699 -5.143 -4.149  0.036
30 C -6.730 -1.157 0.262  0.057
31 C 1.309 5.355 -5.612  -0.233
32 C 5.506 -6.473 -5.228  0.049
33 C 0.946 5.114 -1.680  -0.241
34 C -1.153 -1.620 6.037  0.013
35 C 7.131 3.048 2.106  -0.321
36 C 6.469 -9.006 6.490  0.035
37 C -2.322 -1.926 1.325  -0.287
38 C -1.393 -0.221 5.340  -0.532
39 C 1.819 4.763 -0.397  -0.239
40 C -2.201 1.857 -4.828  -0.243
41 C 2.395 5.058 -6.649  -0.270
42 C -3.871 5.774 -1.848  -0.250
43 C -1.722 -1.098 0.214  -0.075
44 C -2.776 4.785 -2.232  -0.277
45 C -0.753 1.606 3.994  -0.038
46 C -2.563 0.383 -4.723  -0.259
47 C 8.077 4.116 2.731  0.057
48 C -1.213 2.285 -3.777  -0.316
49 C -6.092 -4.515 3.569  -0.374
50 C 3.513 -6.655 7.118  0.050
51 H -7.580 1.945 1.247  0.111
52 H 7.089 -8.267 7.048  0.123
53 H -0.121 2.325 4.494  0.093
54 H 4.909 -7.853 8.003  0.152
55 H -5.058 4.402 -0.588  0.046
56 H 4.628 -7.062 -5.071  0.087
57 H 2.430 -6.183 -4.289  0.098
58 H 7.667 0.164 0.231  0.107
59 H -3.259 3.815 -2.418  0.108
60 H -5.360 6.129 -0.309  0.092
61 H -3.941 -6.682 1.959  0.102
62 H -2.106 -2.041 6.376  0.083
63 H -7.721 -0.732 0.108  0.112
64 H -2.449 -0.749 -0.534  0.052
65 H -4.000 -4.447 3.022  0.186
66 H -2.516 5.278 -4.327  0.106
67 H 0.188 3.145 -1.785  0.089
68 H -4.431 -5.607 4.122  0.201
69 H 1.886 5.008 -7.617  0.125
70 H -1.829 1.702 4.277  0.094
71 H 3.017 7.135 -6.738  0.091
72 H -2.808 -0.655 2.823  0.093
73 H 1.502 5.828 -2.337  0.123
74 H 1.552 3.462 -2.860  0.108
75 H -4.370 0.421 -3.519  0.083
76 H -0.548 -2.218 5.375  0.050
77 H 6.373 0.608 1.388  0.084
78 H -1.690 2.275 -2.789  0.080
79 H -0.407 -1.372 6.820  0.092
80 H 5.738 -4.449 -5.536  0.184
81 H -1.319 6.154 -3.238  0.131
82 H -3.015 0.050 -5.686  0.129
83 H 4.483 -5.039 -6.422  0.211
84 H 1.003 6.351 0.726  0.080
85 H -2.893 0.256 -2.595  0.040
86 H -6.395 -5.617 5.296  0.131
87 H -6.466 2.493 2.433  0.122
88 H 8.309 4.671 1.837  0.098
89 H 8.593 1.370 1.977  0.161
90 H -6.084 -0.778 -0.549  0.103
91 H 2.447 -6.832 7.028  0.107
92 H 6.054 -6.895 -6.096  0.138
93 H -1.788 2.038 -5.824  0.119
94 H 0.004 5.580 -1.384  0.091
95 H 2.814 4.068 -6.402  0.111
96 H 2.602 6.757 0.044  0.081
97 H -7.247 -6.261 3.912  0.114
98 H 3.877 -5.973 7.829  0.092
99 H -6.083 2.913 0.814  0.087
100 H -1.442 -2.264 1.804  0.097
101 H 1.267 3.968 0.136  0.100
102 H -0.612 1.582 2.948  0.055
103 H 8.713 2.333 0.706  0.160
104 H -5.440 -0.922 2.021  0.121
105 H 4.181 6.080 -7.356  0.083
106 H 0.758 6.230 -5.945  0.122
107 H -7.024 -0.330 2.190  0.183
108 H -2.103 4.641 -1.351  0.117
109 H -7.857 -4.838 4.715  0.119
110 H 9.059 3.678 3.033  0.114
111 H 7.649 4.791 3.464  0.107
112 H -3.115 2.420 -4.642  0.117
113 H -1.003 -1.703 -0.294  0.069
114 H 2.403 -4.896 -3.137  0.094
115 H 0.482 -0.069 4.598  0.146
116 H -6.701 -2.249 0.327  0.099
117 H 0.769 3.210 -5.526  0.090
118 H -5.043 -5.564 1.188  0.109
119 H -3.850 5.493 0.175  0.072
120 H -0.497 4.203 -6.141  0.103
121 H 3.809 -6.297 6.115  0.093
122 H 2.740 4.363 -0.740  0.082
123 H -4.503 5.856 -2.706  0.109
124 H -1.602 -0.146 -4.796  0.106
125 H -5.667 -6.849 2.297  0.113
126 H -2.934 -2.679 0.950  0.086
127 H -3.519 6.784 -1.662  0.123
128 H 6.486 1.538 -0.026  0.101
129 H 7.014 -9.465 5.622  0.127
130 H 6.246 -9.827 7.229  0.122
131 H 1.822 5.595 -4.657  0.099
132 H 6.042 -6.363 -4.296  0.113
133 H 2.075 -4.444 -4.751  0.125
134 H -3.574 -1.130 -3.450  0.070
135 H 3.906 6.179 -5.581  0.077
136 H -0.398 1.580 -3.660  0.107
137 H -1.256 -0.137 0.542  0.092
138 H 3.812 -8.835 7.373  0.210
139 H 2.556 5.707 1.441  0.064

=====

# C36H90N7O15

7 unconnected molecules or ions with the total composition C36H90N7O15 at a distorted geometry (ωB97M-V with the def2-TZVPD basis set, the OMol25 dataset).

Kohn-Sham gap = 0.298 Ha
ΔE to the lowest compared entry with this formula, charge and spin = 0.00 kcal per mole
Total energy = -2937.17286 a.u.
HOMO level = -5.84 eV
Strongest force on any atom = 3.883 eV Å⁻¹
Total charge = -1
LUMO = 2.277 eV

Each line ends with the Löwdin charge.
Geometry (Å):
1 O 10.797 1.151 -31.720  -0.179
2 O 4.584 -3.016 -27.057  -0.064
3 O 4.857 -10.557 -24.640  -0.185
4 O 9.985 0.996 -26.936  -0.187
5 O 0.839 -5.738 -24.485  -0.180
6 O 4.676 0.651 -23.285  -0.203
7 O -2.940 -10.850 -23.026  -0.180
8 O 10.996 -2.812 -29.370  -0.180
9 O 5.209 -6.044 -22.146  -0.195
10 O 6.695 -2.337 -26.588  -0.074
11 O 9.256 -4.086 -24.131  -0.220
12 O 0.611 -5.405 -33.176  -0.177
13 O 7.775 -5.641 -28.266  -0.168
14 O 1.943 -5.344 -28.770  -0.167
15 O 5.452 -3.505 -25.055  -0.131
16 N 9.004 -0.008 -29.595  -0.037
17 N 4.198 -7.799 -24.516  -0.032
18 N 7.427 -1.883 -23.355  -0.025
19 N 5.561 -2.898 -26.235  -0.476
20 N 9.587 -3.536 -27.064  -0.017
21 N -1.463 -7.582 -23.980  -0.053
22 N 3.041 -5.251 -31.507  -0.052
23 C 3.078 -6.392 -30.631  -0.221
24 C 5.364 -0.556 -22.951  -0.219
25 C -2.418 -9.816 -23.816  -0.259
26 C 4.756 -6.453 -24.515  -0.216
27 C 3.007 -5.614 -32.905  -0.217
28 C 4.451 -5.702 -23.255  -0.262
29 C 6.516 -6.154 -28.335  -0.146
30 C -0.485 -5.332 -24.233  -0.258
31 C 4.256 0.737 -24.657  -0.094
32 C -1.092 -6.319 -23.301  -0.226
33 C -2.067 -8.564 -23.063  -0.233
34 C 0.973 -6.324 -28.463  -0.114
35 C 9.450 1.491 -31.550  -0.271
36 C 6.534 -5.561 -22.230  -0.104
37 C 3.136 -5.916 -29.196  -0.250
38 C 10.389 0.776 -25.617  -0.138
39 C 1.713 -6.273 -33.335  -0.254
40 C 8.689 0.313 -31.012  -0.187
41 C 11.544 2.246 -32.140  -0.134
42 C -0.597 -6.070 -33.394  -0.134
43 C 1.538 -4.861 -25.321  -0.115
44 C 8.675 0.455 -27.218  -0.210
45 C 8.444 -5.741 -27.039  -0.215
46 C -4.312 -10.676 -22.735  -0.122
47 C 11.758 -2.930 -28.201  -0.250
48 C 4.592 -8.593 -23.356  -0.221
49 C 6.800 -0.544 -23.466  -0.211
50 C 10.877 -2.852 -26.982  -0.214
51 C 8.778 -1.771 -23.899  -0.239
52 C 9.762 -5.204 -23.440  -0.115
53 C 8.290 0.806 -28.619  -0.225
54 C 4.714 -11.949 -24.734  -0.121
55 C 11.792 -2.645 -30.506  -0.127
56 C 9.749 -4.970 -27.189  -0.201
57 C 4.239 -10.041 -23.508  -0.271
58 C 9.696 -2.884 -23.537  -0.231
59 H 4.621 -10.542 -22.600  0.122
60 H 12.607 -1.934 -30.348  0.084
61 H 11.129 -2.380 -31.334  0.082
62 H 0.221 -5.845 -27.822  0.081
63 H 12.566 1.934 -32.338  0.084
64 H 8.985 1.825 -32.518  0.126
65 H -1.376 -5.322 -33.475  0.084
66 H 3.884 -5.123 -29.146  0.114
67 H 12.321 -3.882 -28.222  0.121
68 H 1.824 -6.563 -34.398  0.124
69 H 9.761 -3.028 -22.448  0.124
70 H 8.711 -1.766 -25.004  0.095
71 H 2.138 -4.134 -24.765  0.091
72 H 8.679 -6.803 -26.834  0.124
73 H 10.013 0.110 -29.503  0.104
74 H 0.475 -6.690 -29.369  0.079
75 H -2.937 -8.092 -22.585  0.112
76 H 12.199 -3.624 -30.852  0.088
77 H 6.913 -2.483 -24.021  0.065
78 H 5.459 -12.287 -25.443  0.084
79 H 11.378 1.223 -25.489  0.087
80 H 3.687 -12.196 -25.057  0.090
81 H 3.422 -6.732 -28.519  0.122
82 H -1.398 -8.812 -22.210  0.129
83 H 6.561 -4.472 -22.039  0.092
84 H 7.224 0.557 -28.722  0.127
85 H 4.842 -1.462 -23.294  0.113
86 H 3.153 -4.733 -33.529  0.122
87 H 9.670 1.214 -24.910  0.089
88 H 2.231 -5.313 -26.025  0.073
89 H 4.842 -12.468 -23.771  0.084
90 H 8.386 1.899 -28.787  0.117
91 H -1.493 -10.179 -24.287  0.127
92 H -1.091 -5.219 -25.143  0.125
93 H 9.556 -6.058 -24.082  0.085
94 H 11.566 3.018 -31.356  0.092
95 H -4.644 -11.571 -22.200  0.085
96 H 10.383 -5.312 -26.334  0.111
97 H 7.383 0.161 -22.863  0.115
98 H 3.208 1.047 -24.657  0.080
99 H 3.852 -4.663 -31.342  0.120
100 H 4.173 -8.195 -22.434  0.117
101 H 6.997 -5.807 -23.187  0.068
102 H -4.510 -9.844 -22.034  0.084
103 H 3.391 -5.857 -23.018  0.127
104 H 7.613 0.460 -31.111  0.118
105 H 10.521 -0.295 -25.383  0.057
106 H 1.362 -7.138 -27.830  0.096
107 H 9.161 -3.368 -26.156  0.061
108 H 10.211 -5.234 -28.137  0.120
109 H 6.178 -6.155 -29.365  0.079
110 H -0.485 -4.345 -23.721  0.131
111 H -1.937 -5.893 -22.748  0.116
112 H 5.836 -6.447 -24.737  0.109
113 H 7.847 -5.321 -26.213  0.120
114 H -4.920 -10.519 -23.634  0.087
115 H 4.265 -5.865 -25.292  0.093
116 H 3.146 -10.202 -23.514  0.129
117 H 11.514 -3.204 -26.122  0.119
118 H 1.524 -7.195 -32.756  0.112
119 H -0.593 -7.970 -24.349  0.113
120 H 10.866 -5.116 -23.411  0.092
121 H 6.798 -0.211 -24.522  0.105
122 H 0.871 -4.214 -25.915  0.094
123 H 8.968 -0.583 -31.576  0.113
124 H 7.115 -5.945 -21.383  0.083
125 H 4.372 -0.209 -25.178  0.081
126 H 4.845 1.503 -25.170  0.078
127 H 5.805 -5.661 -27.666  0.078
128 H 6.535 -7.221 -28.024  0.092
129 H 2.126 -6.911 -30.772  0.100
130 H 10.714 -2.680 -23.910  0.116
131 H 4.475 -4.619 -23.426  0.100
132 H 12.478 -2.095 -28.139  0.122
133 H 10.670 -1.802 -26.732  0.089
134 H -3.054 -9.595 -24.688  0.124
135 H 5.698 -8.580 -23.198  0.132
136 H 3.929 -7.068 -30.823  0.122
137 H 9.387 -5.257 -22.417  0.081
138 H 9.285 2.422 -30.967  0.121
139 H 4.555 -8.305 -25.325  0.100
140 H -0.780 -6.817 -32.607  0.087
141 H 5.374 -0.627 -21.855  0.119
142 H 8.659 -0.635 -27.063  0.105
143 H -0.572 -6.633 -34.349  0.087
144 H -0.360 -6.505 -22.478  0.129
145 H 3.786 -6.380 -33.106  0.117
146 H 9.223 -0.828 -23.569  0.107
147 H 7.892 0.870 -26.549  0.121
148 H 11.124 2.670 -33.064  0.087